1.
A structure of composition C57H48N10PtS4, computed with ωB97M-V/def2-TZVPD.

Each line ends with the Mulliken charge.
CARTESIAN COORDINATES (ANGSTROEM)
Pt1 0.179 0.160 -0.115  4.275
C1 -6.086 2.784 1.054  -1.728
C2 -4.614 2.501 1.083  0.363
C3 -3.935 2.264 2.280  -1.196
C4 -2.582 2.032 2.289  0.319
C5 -1.810 2.006 1.108  -0.052
N1 -0.452 1.770 1.178  -0.429
C6 0.239 2.255 2.272  0.148
C7 -0.044 3.564 2.715  -0.543
C8 0.567 4.124 3.811  -1.021
C9 1.515 3.404 4.539  0.324
C10 2.177 3.976 5.756  -1.622
C11 1.827 2.133 4.093  -0.525
C12 1.204 1.547 2.991  -0.029
N2 1.553 0.211 2.688  0.825
C13 2.024 -0.696 3.571  -0.197
C14 2.517 -1.767 2.862  -1.498
C15 2.310 -1.432 1.525  -0.597
N3 1.722 -0.243 1.438  -0.706
C16 -2.505 2.199 -0.089  0.657
C17 -3.877 2.443 -0.086  -0.933
N4 -1.855 2.196 -1.335  0.436
C18 -2.186 2.952 -2.404  -0.102
C19 -1.463 2.493 -3.481  -1.388
C20 -0.703 1.434 -2.981  -0.451
N5 -0.945 1.277 -1.687  -0.255
H1 -6.399 3.283 1.969  0.476
H2 -6.653 1.853 0.974  0.277
H3 -6.352 3.405 0.201  0.398
H4 -4.483 2.275 3.213  0.494
H5 -2.080 1.833 3.225  0.619
H6 -0.761 4.142 2.148  0.577
H7 0.314 5.132 4.109  0.448
H8 1.575 4.773 6.186  0.398
H9 3.152 4.398 5.505  0.322
H10 2.332 3.206 6.510  0.384
H11 2.595 1.575 4.612  0.679
H12 1.982 -0.533 4.632  0.595
H13 2.974 -2.654 3.261  0.622
H14 2.602 -1.956 0.631  0.810
H15 -4.375 2.600 -1.035  0.530
H16 -2.873 3.774 -2.323  0.609
H17 -1.478 2.873 -4.485  0.509
H18 -0.002 0.796 -3.496  0.517
N6 -1.213 -0.841 1.321  -1.006
S1 -1.527 -2.200 1.787  1.153
N7 -2.585 -3.082 0.878  0.109
S2 -2.339 -4.234 -0.128  1.461
N8 -1.355 -4.040 -1.317  -0.570
S3 -1.018 -2.531 -1.911  1.431
N9 -0.166 -1.751 -1.003  -0.642
C21 -2.677 -1.947 -2.292  -0.436
C22 -3.477 -2.705 -3.139  -0.202
C23 -4.781 -2.300 -3.368  -1.356
C24 -5.272 -1.156 -2.752  -1.204
C25 -4.471 -0.430 -1.881  -0.663
C26 -3.165 -0.831 -1.637  0.989
C27 -0.189 -2.895 -3.454  0.578
C28 1.112 -3.364 -3.356  -0.479
C29 1.861 -3.516 -4.508  -0.689
C30 1.313 -3.196 -5.741  -0.674
C31 0.009 -2.729 -5.827  -0.910
C32 -0.747 -2.557 -4.677  -0.545
C33 -1.849 -5.766 0.640  0.413
C34 -0.820 -6.522 0.105  -0.098
C35 -0.501 -7.729 0.708  -0.804
C36 -1.211 -8.157 1.820  -0.670
C37 -2.240 -7.385 2.347  -0.879
C38 -2.568 -6.179 1.753  -0.591
C39 -3.981 -4.599 -0.716  0.438
C40 -4.114 -5.632 -1.633  -0.878
C41 -5.370 -5.912 -2.142  -0.743
C42 -6.468 -5.165 -1.729  -0.624
C43 -6.319 -4.144 -0.802  -0.881
C44 -5.065 -3.853 -0.286  -0.249
C45 -2.427 -2.014 3.326  -0.064
C46 -1.947 -1.021 4.169  -0.290
C47 -2.558 -0.819 5.394  -0.863
C48 -3.641 -1.608 5.765  -0.878
C49 -4.120 -2.588 4.906  -0.929
C50 -3.515 -2.795 3.675  -0.048
C51 -0.225 -3.392 2.193  1.574
C52 -0.245 -4.066 3.405  -0.739
C53 0.710 -5.043 3.649  -1.070
C54 1.676 -5.329 2.695  -1.173
C55 1.685 -4.648 1.487  -0.987
C56 0.728 -3.678 1.229  1.036
H19 -3.087 -3.603 -3.600  0.807
H20 -5.415 -2.885 -4.020  0.513
H21 -6.289 -0.839 -2.944  0.490
H22 -4.862 0.445 -1.382  0.403
H23 -2.526 -0.320 -0.932  -0.064
H24 1.528 -3.574 -2.381  0.429
H25 2.883 -3.859 -4.441  0.439
H26 1.907 -3.291 -6.639  0.416
H27 -0.419 -2.480 -6.787  0.461
H28 -1.745 -2.149 -4.746  0.432
H29 -0.301 -6.157 -0.770  0.510
H30 0.296 -8.338 0.305  0.503
H31 -0.970 -9.104 2.281  0.445
H32 -2.791 -7.726 3.211  0.509
H33 -3.376 -5.569 2.134  0.187
H34 -3.246 -6.200 -1.942  0.508
H35 -5.494 -6.712 -2.858  0.471
H36 -7.446 -5.384 -2.133  0.452
H37 -7.176 -3.571 -0.477  0.513
H38 -4.911 -3.058 0.430  0.582
H39 -1.109 -0.421 3.839  0.265
H40 -2.187 -0.053 6.061  0.526
H41 -4.115 -1.458 6.725  0.421
H42 -4.963 -3.198 5.197  0.523
H43 -3.885 -3.541 2.986  0.258
H44 -0.990 -3.831 4.152  0.573
H45 0.690 -5.581 4.587  0.489
H46 2.435 -6.071 2.899  0.474
H47 2.439 -4.861 0.741  0.535
H48 0.713 -3.133 0.295  -0.663
S4 2.194 1.433 -1.037  -0.264
C57 2.182 0.208 -2.158  0.615
N10 2.238 -0.571 -3.011  -0.442

Output
HOMO ... -11.59 eV
Net charge ... +2
Electronic energy ... -121354.583 eV
LUMO ... -6.6 eV
Largest force on an atom ... 4.07 eV/Å
Energy relative to the best compared isomer or geometry (same formula, charge and spin) ... 44.5 kcal/mol


2.
A structure of composition C57H50F15GeN4OP2SSiTi, computed with ωB97M-V/def2-TZVPD.

Each line ends with the Mulliken charge.
CARTESIAN COORDINATES (ANGSTROEM)
Ti1 0.020 -1.130 -0.053  -0.853
N1 -1.313 -1.590 1.803  -0.413
C1 -1.548 -0.618 2.896  -0.190
C2 -2.136 0.682 2.374  -0.768
C3 -1.155 1.526 1.582  0.209
N2 -0.830 0.931 0.265  0.269
H1 -2.213 -1.918 1.467  0.392
H2 -0.841 -2.412 2.176  -0.043
H3 -0.591 -0.422 3.375  -0.342
H4 -2.214 -1.056 3.643  0.526
H5 -2.466 1.272 3.231  0.575
H6 -3.035 0.491 1.777  0.131
H7 -0.218 1.621 2.133  0.205
H8 -1.567 2.526 1.430  -0.069
H9 -0.106 1.500 -0.174  0.115
H10 -1.627 1.033 -0.368  -0.565
C4 -3.716 -0.952 -0.983  -0.902
C5 -2.938 -2.202 -1.214  -0.070
C6 -3.520 -3.342 -1.722  -0.848
C7 -2.742 -4.494 -1.854  -0.839
C8 -1.432 -4.514 -1.443  -0.944
C9 -0.893 -3.335 -0.898  0.432
N3 -1.638 -2.205 -0.867  1.246
N4 0.325 -3.107 -0.348  0.927
Si1 1.458 -4.383 0.108  -0.405
C10 1.554 -5.760 -1.158  -1.459
C11 3.179 -3.699 0.243  -0.308
C12 0.799 -5.089 1.701  -0.402
H11 -4.672 -0.989 -1.499  0.534
H12 -3.165 -0.084 -1.346  -0.061
H13 -3.913 -0.815 0.084  0.411
H14 -4.562 -3.333 -2.008  0.555
H15 -3.181 -5.391 -2.272  0.474
H16 -0.836 -5.406 -1.524  0.263
H17 1.583 -5.383 -2.182  0.410
H18 0.753 -6.494 -1.074  0.443
H19 2.491 -6.296 -0.985  0.412
H20 3.551 -3.435 -0.750  0.419
H21 3.842 -4.471 0.642  0.535
H22 3.258 -2.815 0.870  -0.337
H23 -0.212 -5.476 1.545  0.394
H24 0.757 -4.329 2.477  -0.301
H25 1.414 -5.914 2.067  0.466
C13 -2.585 2.536 -3.563  -1.822
P1 -1.368 1.367 -2.771  2.054
C14 0.246 2.259 -2.752  0.058
C15 1.482 1.603 -2.558  0.872
C16 2.642 2.377 -2.499  -0.761
C17 2.619 3.760 -2.573  -1.092
C18 1.406 4.406 -2.703  -1.155
C19 0.246 3.655 -2.795  -1.184
C20 -1.234 0.159 -4.137  0.659
C21 -0.268 0.196 -5.139  -0.684
C22 -0.256 -0.768 -6.139  -0.611
C23 -1.218 -1.767 -6.158  -0.782
C24 -2.205 -1.792 -5.181  -0.651
C25 -2.208 -0.839 -4.176  -0.732
P2 -4.188 2.535 -2.636  0.013
C26 -5.114 3.833 -3.539  0.854
C27 -4.558 5.007 -4.046  -0.119
C28 -5.346 5.933 -4.708  -0.758
C29 -6.706 5.699 -4.875  -0.474
C30 -7.271 4.535 -4.380  -0.623
C31 -6.477 3.607 -3.720  -0.491
C32 -3.689 3.409 -1.090  0.556
C33 -4.286 2.990 0.098  -0.193
C34 -3.998 3.613 1.307  -0.617
C35 -3.093 4.663 1.345  -0.708
C36 -2.490 5.094 0.171  -0.743
C37 -2.793 4.477 -1.034  0.167
H26 -2.790 2.176 -4.572  0.746
H27 -2.192 3.543 -3.674  0.749
H28 1.340 -0.352 -3.433  -0.218
H29 3.600 1.894 -2.387  0.520
H30 3.544 4.318 -2.522  0.421
H31 1.353 5.486 -2.745  0.483
H32 -0.680 4.192 -2.905  0.313
H33 0.462 0.997 -5.158  0.511
H34 0.503 -0.730 -6.910  0.460
H35 -1.207 -2.516 -6.938  0.420
H36 -2.971 -2.557 -5.202  0.483
H37 -2.983 -0.863 -3.416  0.442
H38 -3.500 5.211 -3.934  0.178
H39 -4.901 6.839 -5.097  0.423
H40 -7.320 6.424 -5.393  0.385
H41 -8.328 4.345 -4.512  0.397
H42 -6.919 2.693 -3.340  0.338
H43 -5.011 2.187 0.068  0.388
H44 -4.492 3.288 2.214  0.466
H45 -2.870 5.157 2.283  0.434
H46 -1.796 5.925 0.191  0.455
H47 -2.338 4.853 -1.939  -0.019
F1 5.258 -0.940 5.141  -0.355
C38 5.766 -0.534 3.965  0.603
C39 4.924 -0.463 2.864  0.385
C40 5.501 -0.062 1.676  -0.586
F2 4.771 0.054 0.568  0.171
C41 6.847 0.250 1.577  -0.385
F3 7.364 0.638 0.414  -0.293
C42 7.654 0.163 2.697  0.727
F4 8.941 0.459 2.612  -0.293
C43 7.111 -0.234 3.909  0.129
F5 7.880 -0.324 4.987  -0.284
Ge1 3.055 -0.904 3.240  0.272
S1 1.626 -0.591 1.591  0.389
C44 2.519 0.415 4.591  0.245
C45 2.325 1.730 4.198  0.299
F6 2.539 2.084 2.922  -0.441
C46 1.932 2.723 5.076  0.101
F7 1.747 3.971 4.655  -0.307
C47 1.740 2.404 6.411  0.671
F8 1.366 3.341 7.268  -0.296
C48 1.952 1.108 6.847  0.172
F9 1.785 0.806 8.130  -0.294
C49 2.342 0.140 5.938  -0.108
F10 2.562 -1.089 6.417  -0.328
C50 2.970 -2.712 3.980  0.524
C51 3.991 -3.642 3.868  0.381
F11 5.109 -3.353 3.193  -0.414
C52 3.906 -4.905 4.431  0.387
F12 4.900 -5.775 4.290  -0.321
C53 2.769 -5.263 5.133  0.555
F13 2.669 -6.471 5.665  -0.312
C54 1.726 -4.360 5.261  0.443
F14 0.620 -4.704 5.914  -0.326
C55 1.846 -3.116 4.679  -0.489
F15 0.807 -2.270 4.804  -0.517
C56 3.053 -0.382 -2.186  -2.338
C57 1.644 0.091 -2.483  1.607
O1 0.798 -0.509 -1.507  0.264
H48 3.727 -0.184 -3.020  0.499
H49 3.023 -1.458 -2.026  0.342
H50 3.437 0.086 -1.288  0.488

Output
HOMO ... -10.68 eV
Net charge ... +1
Electronic energy ... -225611.900 eV
LUMO ... -3.4 eV
Largest force on an atom ... 0.90 eV/Å
Energy relative to the best compared isomer or geometry (same formula, charge and spin) ... 0.0 kcal/mol


> Among the records above, which one has the highest net charge?

C57H48N10PtS4


> Which of these has the lowest LUMO?

C57H48N10PtS4


> The lowest largest force on an atom belongs to which entry?

C57H50F15GeN4OP2SSiTi